Entry 1:
11
Properties=species:S:1:pos:R:3:forces:R:3:lowdin_charge:R:1 method="wB97M-V/def2-TZVPD" e_lumo_ev=1.0 smiles="C=CF.FCCl" e_above_lowest_kcal_mol=38.59 spin_multiplicity=1
C 0.70609 -0.50030 -0.14433 0.537 -0.078 -0.646 -0.641
C -1.92674 0.10062 0.27006 -1.646 -0.342 0.197 -0.281
C -2.17880 -0.97380 -0.45629 -0.212 0.554 -0.165 0.007
H 0.15229 -0.06111 -0.97532 0.229 -0.056 0.193 0.064
H 0.75981 -1.58299 -0.22620 0.000 0.052 0.061 0.084
H -1.87708 0.13936 1.35445 -0.449 0.035 -0.380 0.123
H -2.35500 -1.91555 0.02809 -0.078 -0.149 0.149 0.063
H -2.20689 -0.92773 -1.53728 0.005 0.010 0.025 0.073
F 0.11251 -0.16147 1.02794 1.623 0.005 0.641 -0.107
F -1.69330 1.30244 -0.28021 0.065 -0.008 -0.148 0.028
Cl 2.36180 0.13648 -0.19941 -0.073 -0.022 0.072 0.589

=====

Entry 2:
106
Properties=species:S:1:pos:R:3:forces:R:3:lowdin_charge:R:1 method="wB97M-V/def2-TZVPD" e_lumo_ev=0.0 e_above_lowest_kcal_mol=0.00 spin_multiplicity=1
C 5.82997 -1.26157 -4.10001 0.067 0.198 0.252 -0.087
C 5.34419 -0.66436 -5.44365 0.571 -0.450 0.142 -0.201
N 4.38415 0.44656 -5.34792 -0.401 -0.202 0.882 -0.075
C 3.05269 -0.01446 -4.94331 0.205 -0.405 -0.128 -0.187
C 1.99586 1.09680 -4.88076 -0.049 0.291 0.732 -0.068
C 0.77183 0.72474 -3.99144 -0.864 0.818 -0.536 -0.211
C 0.08525 1.98572 -3.43038 0.142 -1.461 -0.065 -0.633
F 0.91447 2.75194 -2.75101 0.863 0.860 0.080 0.157
F -0.84964 1.61643 -2.55368 -0.889 -0.240 0.407 0.154
F -0.52877 2.70601 -4.35406 -0.125 0.715 -0.784 0.174
C -0.21006 -0.12771 -4.89129 0.582 -0.150 2.291 0.006
C -0.53802 -1.30870 -3.95606 0.266 -1.620 0.359 -0.389
O -1.65464 -1.09808 -3.12556 -0.094 0.434 -0.522 -0.001
N 0.63416 -1.49014 -3.07504 -0.343 0.646 -0.070 0.087
C 1.03740 -0.15408 -2.73630 -0.188 -1.651 -2.845 -0.404
O 1.48372 0.15796 -1.70387 1.197 0.874 1.965 0.173
C 4.93214 1.47576 -4.50439 -1.130 -0.113 0.465 -0.483
C 4.62869 1.60717 -3.01154 -0.054 -0.423 -0.347 0.031
O 5.64503 2.27772 -5.00956 1.500 1.082 -0.750 0.113
H 5.05957 -1.27813 -3.32114 -0.045 -0.130 -0.233 0.056
H 6.65819 -0.67968 -3.67914 -0.095 -0.015 -0.150 0.074
H 6.19746 -2.28451 -4.22399 -0.095 0.128 -0.090 0.069
H 6.23240 -0.30811 -5.97235 -0.232 0.029 -0.127 0.118
H 4.91446 -1.48000 -6.03431 -0.191 0.337 -0.080 0.112
H 2.73278 -0.71453 -5.72474 0.126 -0.050 0.154 0.101
H 3.12399 -0.61238 -4.01718 -0.246 0.282 0.001 0.105
H 2.38331 2.06704 -4.54784 0.282 -0.324 0.023 0.124
H 1.60774 1.26320 -5.88894 0.092 0.104 0.086 0.132
H 0.43346 -0.53010 -5.67230 -0.571 0.111 -0.420 0.110
H -1.07323 0.45545 -5.20230 0.068 -0.241 -0.360 0.136
H -0.65147 -2.28958 -4.43881 -0.078 0.437 -0.508 0.120
H -1.77276 -1.90434 -2.60236 0.098 0.211 0.037 0.051
H 1.38088 -2.04887 -3.49666 -0.242 0.327 0.246 0.030
H 3.63676 1.24682 -2.72953 0.204 0.089 0.137 0.063
H 5.38964 1.02880 -2.47638 -0.191 -0.059 -0.027 0.089
H 4.78073 2.64837 -2.72991 -0.200 -0.042 -0.062 0.088
C 0.77779 -3.58442 -0.85746 0.353 0.011 -0.041 -1.044
Cl 1.64006 -4.89012 -0.02628 -0.085 0.033 0.014 0.510
Cl -0.97671 -3.82063 -0.81320 -0.095 -0.011 -0.044 0.551
H 1.01440 -2.64330 -0.37214 -0.105 -0.117 -0.019 -0.044
H 1.09812 -3.56083 -1.89147 -0.118 -0.149 0.163 -0.046
C -1.26819 -1.51599 2.02284 -0.077 0.078 -0.041 -1.023
Cl 0.31583 -1.00210 1.42554 -0.062 0.107 0.024 0.563
Cl -1.13713 -2.38396 3.56019 -0.042 -0.034 0.011 0.520
H -1.88510 -0.63754 2.16852 0.104 0.017 0.084 -0.019
H -1.72158 -2.17356 1.29051 0.078 -0.051 0.051 -0.054
C -3.87451 -3.29250 5.79485 0.043 0.022 -0.121 -1.071
Cl -4.70593 -3.84591 7.25847 0.224 0.128 0.235 0.526
Cl -4.87695 -2.16811 4.86573 0.195 0.131 0.095 0.493
H -2.95857 -2.78759 6.08370 -0.111 0.076 0.045 0.018
H -3.64646 -4.15486 5.17320 -0.264 0.316 0.201 -0.113
C 2.58381 -4.83100 -4.58033 0.043 -0.169 0.155 -0.953
Cl 3.46930 -4.25822 -3.16482 0.105 -0.087 -0.005 0.559
Cl 1.71161 -3.49040 -5.33510 0.011 -0.215 -0.459 0.608
H 3.28370 -5.26084 -5.28860 -0.006 0.165 -0.038 0.032
H 1.85808 -5.57577 -4.27075 0.003 0.078 0.063 0.036
C -2.06586 4.30278 -1.04768 0.073 0.032 0.011 -1.060
Cl -2.75341 3.48832 0.36680 -0.002 -0.178 0.002 0.511
Cl -3.19100 5.49244 -1.71382 0.046 0.023 -0.024 0.509
H -1.15342 4.81152 -0.75566 -0.217 -0.023 0.140 -0.057
H -1.85273 3.55875 -1.80482 -0.141 -0.021 0.038 -0.002
C -0.31311 3.52944 3.39961 -0.072 0.055 -0.020 -1.074
Cl 1.18162 4.46414 3.26836 -0.018 0.025 0.013 0.498
Cl -0.00937 1.91155 4.04881 -0.069 -0.079 0.026 0.513
H -0.99436 4.04976 4.06370 0.109 -0.037 0.077 -0.010
H -0.75483 3.43216 2.41392 0.117 -0.074 -0.005 -0.037
C 0.57803 2.98962 7.68235 0.056 -0.146 -0.080 -1.037
Cl 1.51958 3.38820 9.12412 0.008 -0.050 0.001 0.505
Cl -0.35511 4.37762 7.10942 -0.056 0.007 -0.067 0.503
H 1.25607 2.67916 6.89468 -0.002 0.106 0.012 0.009
H -0.10812 2.18537 7.92382 -0.024 0.090 0.048 0.026
C 6.84450 5.50429 -4.55954 -0.049 -0.154 -0.105 -1.031
Cl 6.57474 7.05202 -5.37578 0.014 -0.028 0.001 0.494
Cl 6.84265 5.67461 -2.79889 -0.009 -0.033 0.008 0.492
H 6.05548 4.81641 -4.84220 -0.001 0.044 0.052 0.001
H 7.80665 5.11115 -4.86772 0.006 0.091 0.043 0.026
C -5.42250 -1.73338 1.25452 -0.175 -0.029 0.081 -0.996
Cl -4.67218 -0.34718 2.05280 -0.082 0.067 -0.105 0.523
Cl -4.34323 -2.48875 0.07369 -0.024 -0.001 -0.048 0.509
H -5.68156 -2.47383 2.00565 0.139 0.035 0.034 -0.010
H -6.31513 -1.39020 0.74306 0.098 0.027 -0.067 0.028
C -3.12033 -6.50046 3.18804 -0.074 -0.142 -0.075 -0.973
Cl -2.26759 -5.90973 4.62111 0.243 -0.420 -0.093 0.560
Cl -3.91586 -5.19010 2.30621 0.202 -0.011 -0.163 0.496
H -2.40052 -6.97428 2.52953 0.037 0.128 0.014 0.029
H -3.87235 -7.21757 3.50168 -0.029 0.127 0.094 -0.003
C -6.97711 -6.42699 5.46906 -0.121 0.057 0.027 -0.976
Cl -5.76322 -7.67595 5.78440 -0.018 -0.043 0.023 0.521
Cl -6.25639 -4.99510 4.72885 -0.514 -0.345 -0.244 0.512
H -7.72643 -6.82990 4.79642 0.098 -0.017 -0.034 0.027
H -7.43542 -6.14017 6.41017 0.138 0.003 0.021 0.028
C -1.25449 7.80653 2.45739 -0.082 0.012 0.116 -0.980
Cl -1.76296 6.16260 2.05438 -0.134 0.180 -0.055 0.546
Cl 0.29111 8.22021 1.70510 0.012 0.077 0.090 0.541
H -2.01050 8.49992 2.10551 0.047 -0.058 -0.091 0.028
H -1.14786 7.88457 3.53406 0.095 -0.065 -0.045 0.030
C -5.40705 -5.06313 10.59429 0.051 0.060 -0.034 -1.044
Cl -4.48024 -6.29785 11.45390 0.057 0.039 -0.018 0.504
Cl -7.14145 -5.40741 10.63568 -0.026 0.063 -0.054 0.494
H -5.22959 -4.10162 11.06344 -0.055 -0.069 0.070 0.028
H -5.08170 -5.03886 9.56077 -0.021 -0.131 0.060 -0.050
C 1.03991 7.57596 -1.84199 -0.010 0.066 0.066 -1.013
Cl 0.54189 5.91461 -2.19885 0.102 0.104 -0.052 0.572
Cl 2.58047 7.94430 -2.61542 0.073 0.123 -0.016 0.516
H 0.28128 8.25874 -2.20952 0.030 -0.085 -0.103 0.032
H 1.14907 7.68614 -0.76905 0.039 -0.131 -0.090 -0.040